# 1
{"formula": "C23H27ClN2O2PPdSi", "method": "wB97M-V/def2-TZVPD", "mol_weight_da": 564.414, "s2": 2.007, "de_lowest_ev": 0.196, "homo_ev": [-4.6, -5.1], "spin_multiplicity": 3, "total_charge": -1, "elements": ["Pd", "Cl", "P", "Si", "O", "O", "N", "N", "C", "C", "C", "C", "C", "C", "C", "C", "C", "C", "C", "C", "C", "C", "C", "C", "C", "C", "C", "C", "C", "C", "C", "H", "H", "H", "H", "H", "H", "H", "H", "H", "H", "H", "H", "H", "H", "H", "H", "H", "H", "H", "H", "H", "H", "H", "H", "H", "H", "H"], "xyz": [[-0.79, -0.39, -1.54], [-0.26, -1.67, -3.55], [-1.06, -0.91, 0.82], [-0.91, 2.78, -2.33], [-2.91, -0.91, -1.42], [-4.72, -1.69, -0.37], [1.37, 0.28, -1.16], [-0.35, 1.75, -1.06], [-3.57, -1.28, -0.40], [-1.64, 4.36, -1.61], [2.96, -1.52, -1.43], [1.42, -4.14, 1.10], [-0.33, -0.92, 3.55], [0.54, 3.24, -3.45], [3.13, 1.95, 0.10], [0.95, 1.51, -0.80], [-2.25, 1.95, -3.34], [-0.43, -2.61, 0.84], [0.35, 1.07, 4.71], [-1.22, -3.67, 0.39], [0.08, -0.29, 4.72], [0.22, 1.80, 3.54], [1.85, 2.38, -0.14], [2.61, -0.15, -0.93], [-0.69, -4.95, 0.31], [-0.47, -0.19, 2.37], [-2.86, -1.12, 0.98], [0.90, -2.86, 1.18], [3.54, 0.67, -0.29], [-0.19, 1.17, 2.37], [0.63, -5.19, 0.66], [2.46, -4.31, 1.37], [-0.28, 1.73, 1.44], [3.60, -1.44, -2.32], [-1.31, -5.76, -0.06], [0.19, -0.86, 5.63], [3.83, 2.60, 0.61], [0.44, 2.86, 3.53], [-2.52, 4.13, -1.01], [-1.94, 5.07, -2.39], [0.21, 3.91, -4.25], [1.33, 3.75, -2.90], [0.96, 2.35, -3.91], [3.49, -2.09, -0.68], [-3.13, 1.71, -2.74], [-2.25, -3.50, 0.08], [4.54, 0.32, -0.10], [0.68, 1.56, 5.62], [-2.55, 2.63, -4.15], [-0.54, -1.99, 3.56], [1.53, -2.04, 1.50], [-3.26, -0.20, 1.42], [2.05, -2.04, -1.73], [1.04, -6.19, 0.59], [-1.91, 1.01, -3.80], [-0.92, 4.87, -0.96], [1.51, 3.36, 0.17], [-3.13, -1.93, 1.66]], "lowdin_spin": [1.319, 0.111, 0.098, 0.019, 0.074, 0.006, 0.080, 0.150, 0.007, 0.004, 0.000, -0.001, 0.007, 0.001, 0.000, 0.018, 0.003, 0.008, 0.002, 0.011, 0.001, 0.000, 0.006, 0.009, -0.001, 0.025, 0.009, 0.010, 0.005, 0.004, 0.012, 0.000, 0.000, 0.000, 0.000, 0.000, 0.000, 0.000, 0.000, 0.001, 0.000, 0.000, 0.000, 0.000, 0.000, 0.001, 0.001, 0.000, 0.000, 0.000, 0.000, 0.000, -0.001, 0.001, -0.001, 0.000, 0.001, 0.003]}


# 2
{"formula": "C23H27ClN3O12P2", "method": "wB97M-V/def2-TZVPD", "mol_weight_da": 634.879, "homo_ev": -11.2, "total_charge": 1, "elements": ["Cl", "P", "P", "O", "O", "O", "O", "O", "O", "O", "O", "O", "O", "O", "O", "N", "N", "N", "C", "C", "C", "C", "C", "C", "C", "C", "C", "C", "C", "C", "C", "C", "C", "C", "C", "C", "C", "C", "C", "C", "C", "H", "H", "H", "H", "H", "H", "H", "H", "H", "H", "H", "H", "H", "H", "H", "H", "H", "H", "H", "H", "H", "H", "H", "H", "H", "H", "H"], "xyz": [[0.33, 1.54, -3.17], [-0.90, 1.94, -1.60], [0.25, -1.91, 3.51], [-0.90, -1.84, -2.13], [-9.09, 3.00, -4.16], [-4.30, 3.35, -1.97], [3.13, -3.14, 1.77], [-2.24, 1.13, -2.11], [-8.50, 5.23, -2.90], [1.24, -1.30, -2.27], [6.30, -6.03, -0.11], [4.05, 0.24, -2.04], [-4.86, 1.15, -3.32], [7.54, -6.01, 2.21], [4.41, -3.06, 4.08], [-1.81, 4.57, 0.16], [-0.36, 0.38, 2.13], [1.16, -1.16, 4.54], [6.04, -4.53, 3.26], [-5.41, 3.32, -2.48], [-0.58, 1.23, 1.10], [4.15, -3.81, 1.82], [-0.06, -0.92, 2.01], [-6.36, 4.41, -2.38], [-5.80, 2.09, -3.25], [-2.12, 3.37, 0.94], [-0.48, 0.73, -0.21], [6.54, -5.33, 2.16], [-7.57, 4.28, -2.95], [3.03, -0.02, -1.10], [-0.12, -0.62, -0.36], [4.65, -4.58, 0.71], [4.92, -3.81, 3.11], [-0.87, 2.64, 1.53], [5.78, -5.30, 0.85], [2.42, -1.36, -1.44], [0.05, -1.31, -1.69], [-7.97, 3.04, -3.70], [-7.00, 1.96, -3.81], [3.56, -0.01, 0.33], [0.07, -1.45, 0.74], [-0.95, 4.45, -0.37], [-7.30, 1.08, -4.37], [-4.07, 1.49, -2.86], [4.10, -4.56, -0.22], [-0.99, 2.61, 2.61], [3.15, -1.89, -2.04], [-2.61, 0.63, -1.38], [0.84, -3.10, 3.05], [2.30, 0.79, -1.17], [3.60, -2.64, 3.74], [2.27, -1.95, -0.54], [1.45, -0.23, 4.27], [6.60, -4.54, 4.19], [0.33, -2.49, 0.64], [-0.97, -2.27, 4.09], [4.18, -0.86, 0.55], [-2.64, 2.69, 0.27], [-2.76, 3.70, 1.74], [7.11, -6.45, 0.26], [-1.62, 5.34, 0.79], [2.70, 0.04, 1.00], [4.11, 0.91, 0.49], [-0.44, 0.75, 3.08], [0.02, 3.23, 1.36], [4.56, 1.00, -1.75], [-6.06, 5.30, -1.84], [-9.27, 4.88, -3.39]], "lowdin_charge": [0.402, 0.651, 0.775, 0.210, 0.120, 0.074, 0.026, -0.335, 0.127, 0.040, 0.143, -0.004, 0.105, 0.134, 0.113, -0.005, 0.137, -0.275, 0.086, -0.310, -0.177, -0.314, -0.300, 0.074, -0.234, -0.267, -0.204, -0.304, -0.235, -0.422, -0.073, 0.069, -0.231, -0.102, -0.227, -0.080, -0.541, -0.310, 0.080, -0.016, 0.020, 0.027, 0.138, 0.066, 0.133, 0.114, 0.150, 0.077, 0.015, 0.108, 0.092, 0.106, -0.033, 0.142, 0.136, 0.019, 0.083, 0.071, 0.119, 0.133, 0.074, 0.068, 0.088, 0.164, 0.132, 0.099, 0.136, 0.125]}


# 3
{"formula": "C23H27ClN4O", "method": "wB97M-V/def2-TZVPD", "mol_weight_da": 410.949, "de_lowest_ev": 0.559, "homo_ev": -8.2, "smiles": "C=C(C)CNC(=O)[C@@H](c1cccn2ccnc12)N(CC(C)C)c1ccc(Cl)cc1", "elements": ["Cl", "O", "N", "N", "N", "N", "C", "C", "C", "C", "C", "C", "C", "C", "C", "C", "C", "C", "C", "C", "C", "C", "C", "C", "C", "C", "C", "C", "C", "H", "H", "H", "H", "H", "H", "H", "H", "H", "H", "H", "H", "H", "H", "H", "H", "H", "H", "H", "H", "H", "H", "H", "H", "H", "H", "H"], "xyz": [[-1.55, -5.16, -0.02], [1.16, 1.58, -2.35], [-2.08, -0.30, 0.45], [-2.22, 0.78, 2.38], [-0.88, 0.75, -1.90], [1.56, -0.11, 0.18], [-3.20, -0.70, 1.12], [-0.23, -3.20, 1.28], [-1.87, 1.68, 3.35], [0.50, -2.02, 1.33], [-2.69, 0.24, -3.45], [-1.49, 0.59, 1.22], [-0.60, -3.71, 0.05], [-1.27, 0.74, -3.30], [-0.28, 1.33, 1.04], [0.05, 2.23, 2.02], [0.86, -1.35, 0.16], [2.53, 0.04, 1.26], [-0.75, 2.42, 3.18], [4.29, 0.75, -0.41], [-0.22, -3.08, -1.13], [4.68, 0.99, 2.08], [0.34, 1.16, -1.55], [-2.92, -1.19, -3.05], [0.75, 1.09, -0.06], [0.52, -1.92, -1.06], [3.65, 1.04, 0.95], [-3.31, -0.06, 2.31], [-3.65, 1.03, -3.92], [2.06, 0.32, 2.22], [-2.31, -1.86, -3.66], [-2.52, 1.75, 4.21], [0.86, -1.43, -1.97], [-0.49, -3.51, -2.08], [5.16, 0.01, 2.12], [-3.87, -1.43, 0.70], [-4.05, -0.10, 3.10], [0.77, -1.61, 2.29], [-3.97, -1.47, -3.18], [3.24, 2.05, 0.93], [-1.47, 0.27, -1.21], [-0.59, 0.10, -3.87], [-0.52, -3.71, 2.19], [5.13, 1.43, -0.58], [2.99, -0.94, 1.41], [-0.46, 3.14, 3.93], [4.21, 1.18, 3.05], [0.95, 2.81, 1.91], [-1.17, 1.75, -3.71], [3.57, 0.86, -1.22], [1.44, 1.92, 0.00], [5.46, 1.74, 1.92], [-3.45, 2.05, -4.20], [-2.64, -1.37, -2.01], [-4.66, 0.66, -4.04], [4.68, -0.27, -0.43]], "lowdin_charge": [0.648, 0.059, 0.097, 0.001, 0.096, -0.037, -0.105, -0.104, -0.039, -0.025, -0.351, -0.222, -0.674, -0.146, -0.060, -0.019, -0.236, -0.176, -0.052, -0.060, -0.104, -0.081, -0.453, -0.055, -0.143, -0.007, -0.423, -0.042, 0.052, 0.117, 0.084, 0.128, 0.123, 0.105, 0.082, 0.109, 0.115, 0.115, 0.077, 0.121, 0.077, 0.130, 0.105, 0.079, 0.136, 0.107, 0.075, 0.117, 0.123, 0.066, 0.129, 0.077, 0.062, 0.055, 0.060, 0.087]}